1.
77
Properties=species:S:1:pos:R:3 method="wB97M-V/def2-TZVPD" e_homo_ev="-7.434 / -8.101" homo_lumo_gap_ev="6.3 / 6.7" spin_multiplicity=3 de_lowest_kcal_mol=16.3
W -0.306 0.454 -0.243
S -1.540 2.185 -1.288
P 1.599 -1.274 0.435
O 1.684 2.544 2.610
O 4.734 6.335 -1.323
O 0.246 1.495 1.288
O -0.493 -3.254 -2.099
O 1.604 1.639 -3.693
O 4.183 6.343 0.758
O 3.262 2.910 -4.208
O 1.172 1.255 -1.116
O -0.486 -1.167 -1.311
N -4.132 2.571 -1.056
N 2.400 2.511 -3.447
N -3.313 0.658 0.040
N 4.153 5.880 -0.361
N -2.172 0.052 0.426
N -5.393 2.201 -0.900
C 4.141 -2.742 3.259
C 2.467 3.020 -2.051
C 3.231 4.146 -1.843
C -1.533 -1.591 2.084
C -6.059 0.960 -1.098
C 5.021 0.192 -1.207
C 4.971 -0.229 -2.529
C 1.294 2.307 1.502
C -6.274 -1.260 -1.983
C -3.137 1.722 -0.699
C 0.835 -2.815 -0.152
C -2.420 -1.188 1.091
C -5.505 -0.124 -1.770
C -7.380 0.897 -0.663
C 2.971 -1.002 -0.740
C 3.470 -2.548 2.064
C 2.829 -1.008 4.298
C 2.694 4.078 0.497
C 4.027 -0.192 -0.319
C 1.809 2.395 -0.990
C -2.722 -3.665 2.335
C -3.497 -2.002 0.763
C -0.112 -2.468 -1.286
C 3.822 -1.971 4.374
C 2.926 -1.416 -2.067
C -8.137 -0.244 -0.878
C -1.680 -2.827 2.701
C -3.636 -3.237 1.376
C 3.926 -1.037 -2.954
C 1.925 2.947 0.292
C -7.586 -1.335 -1.536
C 3.329 4.662 -0.573
C 2.461 -1.586 1.986
C 2.140 -0.817 3.103
H 5.832 0.825 -0.865
H 3.744 4.612 -2.669
H -6.005 2.999 -0.878
H -0.771 -0.903 2.420
H 2.800 4.486 1.492
H -0.986 -3.124 3.479
H -4.495 -0.079 -2.145
H 3.876 -1.364 -3.985
H 2.113 -2.025 -2.444
H -8.176 -2.226 -1.712
H 4.074 0.146 0.711
H 4.357 -2.123 5.303
H 3.739 -3.129 1.189
H 2.592 -0.394 5.158
H -9.160 -0.280 -0.525
H -2.835 -4.634 2.805
H 4.920 -3.491 3.323
H -4.213 -1.660 0.028
H 0.229 -3.245 0.645
H -7.810 1.748 -0.144
H -4.471 -3.872 1.105
H 1.371 -0.056 3.042
H -5.836 -2.097 -2.516
H 5.739 0.078 -3.229
H 1.557 -3.556 -0.482



2.
58
Properties=species:S:1:pos:R:3 method="wB97M-V/def2-TZVPD" e_homo_ev=-8.451 homo_lumo_gap_ev=9.0 smiles="CCOCCO[SiH2][PH2]=S.CC(C)O.CC(C)O.CC(C)O" spin_multiplicity=1
S -2.943 -2.268 -2.456
P -1.937 -0.805 -1.644
Si -2.042 1.050 -2.946
O -1.516 -2.782 -6.001
O -0.558 0.553 5.222
O 1.775 1.712 1.703
O 2.215 1.670 -1.475
O -1.298 2.337 -2.255
C -1.211 -4.672 -7.494
C -1.858 -5.005 -5.080
C -1.097 -4.142 -6.073
C -0.350 2.800 2.112
C -0.250 0.809 6.593
C 1.688 3.374 3.483
C 0.947 2.292 2.717
C 0.798 -0.164 7.103
C -1.509 0.798 7.444
C 1.140 2.038 -2.306
C -0.120 2.219 -1.464
C 2.398 0.275 -1.246
C 3.885 -0.049 -1.159
H -1.753 -4.613 -4.069
H -2.300 -0.416 -0.340
H 2.000 2.389 1.053
H 1.080 0.066 8.132
H -0.197 1.402 -0.737
H 4.190 -0.314 -0.148
H -3.465 1.366 -3.122
H -0.935 -0.332 5.160
H 1.913 -0.283 -2.057
H -0.835 -5.694 -7.565
H -0.648 -4.043 -8.184
H 0.169 1.818 6.584
H 1.953 4.200 2.817
H 0.964 1.298 -3.100
H 4.155 -0.869 -1.823
H -2.924 -5.012 -5.330
H 1.891 0.006 -0.312
H -0.565 -1.046 -1.438
H -0.828 1.986 1.564
H 1.691 -0.127 6.480
H -0.151 3.615 1.411
H -1.501 -6.036 -5.102
H -1.962 -0.198 7.432
H 1.069 3.775 4.287
H 0.722 1.465 3.390
H -1.047 3.158 2.870
H 0.406 -1.185 7.082
H -2.238 1.510 7.060
H -0.042 -4.110 -5.787
H -0.021 3.138 -0.886
H 4.456 0.829 -1.460
H -1.429 0.636 -4.222
H 2.607 2.975 3.914
H -2.455 -2.748 -6.217
H 1.415 2.978 -2.788
H -1.284 1.051 8.480
H -2.259 -4.677 -7.809



3.
17
Properties=species:S:1:pos:R:3 method="wB97M-V/def2-TZVPD" e_homo_ev=-9.220 homo_lumo_gap_ev=10.1 smiles="C/C=C(/CN)C(F)F" spin_multiplicity=1 de_lowest_kcal_mol=14.1
F 1.867 -0.562 -1.809
F 1.913 -1.506 0.194
N -2.014 -1.299 -0.663
C 1.594 -0.356 -0.524
C -0.231 0.738 0.646
C 0.310 2.084 1.112
C 0.217 -0.134 -0.260
C -0.547 -1.381 -0.711
H -2.428 -0.418 -0.957
H 2.273 0.504 -0.189
H 0.568 2.017 2.183
H -0.367 -1.596 -1.782
H -2.436 -1.516 0.209
H -1.241 0.536 1.005
H -0.542 2.813 1.066
H -0.118 -2.249 -0.068
H 1.181 2.322 0.547



4.
10
Properties=species:S:1:pos:R:3 method="wB97M-V/def2-TZVPD" e_homo_ev=-2.724 charge=-1 homo_lumo_gap_ev=7.1 spin_multiplicity=1 de_lowest_kcal_mol=86.6
F 0.126 2.163 0.006
O 2.453 -0.651 0.047
N 1.232 -0.385 -0.320
C 0.263 0.116 0.364
C -1.118 -0.208 0.031
H 1.163 -0.719 -1.383
H 0.488 0.505 1.395
H -1.475 0.283 -0.881
H -1.337 -1.324 -0.150
H -1.796 0.221 0.892



5.
21
Properties=species:S:1:pos:R:3 method="wB97M-V/def2-TZVPD" e_homo_ev="-17.139 / -18.980" charge=+2 homo_lumo_gap_ev="8.9 / 7.0" spin_multiplicity=5 de_lowest_kcal_mol=0.0
Ir 0.325 0.060 -0.249
S -2.118 -1.334 -0.512
F -1.259 -1.372 -3.238
F -2.400 -3.122 -2.674
F -3.406 -1.231 -3.016
O -3.306 -1.893 0.003
O -0.780 -1.909 -0.215
O -1.899 0.137 -0.573
C 2.501 0.281 0.586
C -2.333 -1.856 -2.748
C 2.080 1.457 -0.087
C 0.385 1.824 1.642
C 0.783 0.629 2.279
C 1.864 -0.122 1.781
C 1.024 2.237 0.461
H -0.444 2.398 2.036
H 3.290 -0.328 0.159
H 0.700 3.132 -0.058
H 2.570 1.764 -1.005
H 2.167 -1.043 2.265
H 0.256 0.292 3.163



6.
48
Properties=species:S:1:pos:R:3 method="wB97M-V/def2-TZVPD" e_homo_ev=-13.129 charge=+2 homo_lumo_gap_ev=6.7 spin_multiplicity=1 de_lowest_kcal_mol=6.4
Pt 0.907 -0.986 -0.338
I 1.516 -4.191 2.505
I 2.470 -3.016 0.275
Br 8.596 3.050 -1.756
As 0.774 2.604 -0.536
S -0.293 0.815 -1.138
O 3.566 -1.565 -1.523
O 2.601 0.096 -0.385
N -2.813 -4.149 -0.991
N -0.962 -1.963 -0.460
C 1.397 2.497 1.271
C -0.534 4.001 -0.630
C 5.725 0.119 -2.195
C 7.061 1.990 -1.533
C 6.854 0.900 -2.368
C -1.302 -2.968 0.567
C 5.020 1.532 -0.374
C 4.795 0.438 -1.208
C -1.105 -2.552 -1.814
C 3.600 -0.422 -1.054
C -2.696 -3.540 0.382
C 2.163 3.061 -1.770
C -2.487 -3.135 -2.056
C 6.155 2.306 -0.528
H -2.898 -4.315 1.119
H -1.327 3.805 0.089
H -2.538 -3.627 -3.026
H 1.701 3.235 -2.740
H -3.266 -2.374 -2.007
H 0.538 2.308 1.912
H 4.319 1.763 0.417
H -2.176 -4.947 -1.067
H -0.049 4.949 -0.399
H 5.554 -0.742 -2.826
H 6.348 3.144 0.128
H 2.884 2.252 -1.829
H 1.854 3.450 1.537
H -0.554 -3.760 0.523
H -1.228 -2.514 1.554
H -0.946 4.036 -1.636
H 2.115 1.686 1.351
H -0.330 -3.314 -1.924
H 2.648 3.972 -1.422
H 7.573 0.664 -3.138
H -3.755 -4.518 -1.134
H -0.912 -1.785 -2.562
H -3.471 -2.777 0.451
H -1.613 -1.180 -0.371



7.
21
Properties=species:S:1:pos:R:3 method="wB97M-V/def2-TZVPD" e_homo_ev="0.507 / -5.256" charge=-1 homo_lumo_gap_ev="2.3 / 8.1" spin_multiplicity=2 de_lowest_kcal_mol=51.2
O 3.037 -1.197 -2.688
O -5.035 3.553 -2.957
O 1.297 -0.019 -0.890
N 1.393 -1.140 1.761
C -0.831 -0.322 1.318
C -1.474 -1.479 1.423
C 0.432 -0.171 2.044
C 0.773 0.881 2.807
H 0.133 1.696 3.126
H 1.041 0.494 -1.639
H 1.744 0.986 3.279
H 3.663 -1.695 -3.272
H -5.172 3.428 -3.891
H -2.458 -1.709 1.041
H -4.177 3.194 -2.711
H 1.442 -1.400 0.789
H -1.156 0.552 0.776
H 2.229 -1.729 -2.915
H -0.982 -2.300 1.931
H 2.338 -0.846 1.921
H 1.763 -0.776 -1.256



8.
73
Properties=species:S:1:pos:R:3 method="wB97M-V/def2-TZVPD" e_homo_ev=-10.268 homo_lumo_gap_ev=10.3 smiles="CCC[C@]1(N)OC(=O)O[C@H]1N.ClCCl.ClCCl.ClCCl.ClCCl.ClCCl.ClCCl.ClCCl.ClCCl.ClCCl.ClCCl" spin_multiplicity=1
Cl -7.627 -3.660 4.984
Cl -8.550 1.295 -0.284
Cl -7.775 4.076 0.131
Cl 0.640 -1.999 -7.656
Cl 3.592 5.063 -5.516
Cl 7.560 6.237 -8.701
Cl -4.737 -7.323 3.392
Cl 1.747 -1.585 -2.485
Cl -5.328 -0.892 -3.577
Cl -4.390 -0.054 5.918
Cl 6.134 3.828 -4.795
Cl -1.467 -1.194 -5.805
Cl -5.738 -2.786 2.942
Cl -6.198 0.377 -6.055
Cl 5.022 7.596 -9.164
Cl -7.335 -7.082 2.087
Cl -5.224 1.221 3.430
Cl 2.695 0.367 -4.434
Cl 7.249 0.944 4.187
Cl 8.654 -1.477 3.363
O 2.069 1.183 0.346
O 1.530 -1.024 1.231
O 0.042 0.618 1.576
N 0.383 -2.475 2.562
N -0.722 0.191 3.952
C 0.357 0.164 2.938
C 1.887 0.131 -2.877
C -4.203 -0.025 4.160
C 1.329 0.388 0.934
C -7.343 -2.544 3.644
C 0.101 -0.772 -6.505
C 2.384 -1.412 3.649
C -7.218 2.400 0.081
C 8.798 0.255 3.687
C 1.155 -1.187 2.648
C -6.124 -6.270 3.086
C 4.585 3.603 -5.615
C -5.166 -0.865 -5.337
C 6.155 7.000 -7.945
C 4.913 -0.744 2.956
C 3.500 -0.250 3.607
H 2.947 -2.400 3.457
H -5.781 -5.374 2.569
H 9.526 0.406 4.482
H 4.050 2.779 -5.144
H 1.970 -1.485 4.726
H -4.128 -0.655 -5.593
H 5.756 -0.732 3.742
H -0.393 -0.312 4.797
H -6.456 2.303 -0.691
H 0.834 -0.692 -5.704
H 4.802 -1.801 2.525
H 4.770 3.371 -6.663
H 3.196 0.681 3.025
H 0.890 0.566 -2.927
H -6.797 2.137 1.051
H 5.649 6.266 -7.318
H -3.161 0.183 3.918
H 5.211 0.029 2.151
H -5.454 -1.837 -5.734
H -4.489 -0.996 3.757
H -6.576 -5.995 4.037
H -8.094 -2.714 2.875
H -0.789 1.180 4.266
H 6.492 7.836 -7.335
H -7.417 -1.521 4.013
H 0.013 0.183 -7.021
H 3.740 0.022 4.704
H 9.132 0.757 2.780
H -0.384 -2.367 1.876
H 1.103 0.990 3.253
H 2.466 0.626 -2.099
H 0.030 -2.753 3.486



9.
16
Properties=species:S:1:pos:R:3 method="wB97M-V/def2-TZVPD" e_homo_ev=-9.627 homo_lumo_gap_ev=10.4 smiles="NC(=O)CCCO" spin_multiplicity=1 de_lowest_kcal_mol=13.6
O -2.877 0.222 -0.443
O 2.106 -0.499 0.387
N -1.786 -1.644 0.252
C -1.842 -0.413 -0.344
C 0.195 0.881 0.315
C -0.496 0.102 -0.818
C 1.708 0.851 0.199
H -0.899 -2.072 0.465
H 2.029 1.227 -0.785
H -0.164 1.913 0.340
H -2.600 -1.961 0.755
H -0.060 0.443 1.287
H -0.668 0.751 -1.682
H 0.147 -0.735 -1.117
H 3.053 -0.565 0.221
H 2.154 1.500 0.967



10.
15
Properties=species:S:1:pos:R:3 method="wB97M-V/def2-TZVPD" e_homo_ev="-0.006 / -3.678" charge=-1 homo_lumo_gap_ev="3.3 / 6.8" spin_multiplicity=2 de_lowest_kcal_mol=14.7
S 0.206 1.924 2.210
O -1.590 -0.917 -1.139
N 0.983 0.862 -0.575
N 0.446 -2.103 -1.113
C -0.486 -1.132 -0.544
C 0.287 -0.099 0.288
C -0.707 0.617 1.208
H 0.491 1.726 -0.751
H -0.042 3.008 1.461
H -0.140 -2.816 -1.527
H 1.061 -1.729 -1.850
H 0.889 -0.665 1.000
H -1.602 0.972 0.696
H -1.108 0.002 2.007
H 1.311 0.348 -1.372



11.
10
Properties=species:S:1:pos:R:3 method="wB97M-V/def2-TZVPD" e_homo_ev=-15.372 charge=+1 homo_lumo_gap_ev=9.9 smiles="[NH2+]=C[C@H]1C=N1" spin_multiplicity=1 de_lowest_kcal_mol=90.3
N 0.710 -0.324 1.499
N -0.275 -1.012 -1.456
C -0.213 0.231 0.805
C 0.214 0.070 -1.807
C -0.792 0.124 -0.616
H 0.908 0.008 2.416
H -0.664 1.131 1.248
H -1.656 0.642 -0.596
H 0.869 0.397 -2.610
H 0.898 -1.267 1.117



12.
53
Properties=species:S:1:pos:R:3 method="wB97M-V/def2-TZVPD" e_homo_ev=-3.210 charge=-1 homo_lumo_gap_ev=5.8 spin_multiplicity=1
F -2.668 -0.731 -6.871
F -0.662 -2.050 -5.162
F -0.381 0.470 -6.832
F -0.824 1.438 -4.698
F -3.146 1.224 -5.725
F -3.067 -0.690 -4.588
N -0.172 -0.768 -4.839
N 1.310 -3.028 -0.929
N -1.351 3.108 2.067
C 2.582 -2.348 -0.728
C 2.926 -1.888 0.690
C -1.995 1.822 1.817
C -1.320 3.477 3.475
C -2.486 -0.033 -5.658
C 0.118 -2.288 -0.536
C 0.000 -0.920 -1.196
C 1.275 -4.742 0.967
C -1.324 0.573 2.388
C -0.924 0.263 -5.501
C -0.128 3.351 1.310
C -0.930 4.928 3.720
C 1.280 -4.430 -0.530
C 1.156 2.682 1.802
H -2.322 3.338 3.895
H 0.054 -0.999 -2.286
H -1.030 5.165 4.783
H -0.963 -0.468 -0.941
H 0.386 -4.885 -0.973
H 0.781 -0.234 -0.857
H 3.395 -2.982 -1.100
H 0.060 -2.162 0.555
H -1.051 0.690 3.440
H -0.435 0.298 1.822
H -2.015 -0.273 2.326
H 2.021 3.162 1.333
H 3.745 -1.163 0.650
H 2.086 -1.399 1.188
H 1.023 -5.797 1.120
H 1.287 2.767 2.883
H -1.577 5.610 3.163
H -0.289 3.078 0.263
H 0.108 5.126 3.441
H -0.647 2.827 4.050
H 0.045 4.432 1.279
H -2.128 1.689 0.739
H 2.608 -1.472 -1.383
H -0.765 -2.864 -0.830
H 3.267 -2.715 1.314
H -3.013 1.873 2.220
H 2.120 -4.956 -0.997
H 0.535 -4.152 1.512
H 1.193 1.627 1.528
H 2.254 -4.582 1.418



13.
20
Properties=species:S:1:pos:R:3 method="wB97M-V/def2-TZVPD" e_homo_ev=-8.459 homo_lumo_gap_ev=9.6 spin_multiplicity=1 de_lowest_kcal_mol=156.6
N -0.697 0.775 -0.711
N 0.895 -0.021 1.006
N -1.237 -1.022 0.906
N 2.088 0.737 0.266
C -0.298 -0.059 0.469
C -1.566 2.088 0.004
C -1.703 -1.640 -0.378
C 2.768 -0.568 -0.417
H -2.746 -2.201 -0.382
H 2.117 -1.072 -1.256
H -1.780 3.010 -0.539
H 2.504 1.262 1.079
H -2.645 1.560 0.219
H 0.405 0.939 -0.746
H 3.653 -0.213 -1.071
H -1.002 -2.357 -0.795
H -0.979 2.440 1.214
H -1.752 -0.876 -1.039
H 3.093 -1.216 0.508
H -1.120 -1.566 1.663



14.
27
Properties=species:S:1:pos:R:3 method="wB97M-V/def2-TZVPD" e_homo_ev=-4.237 charge=-1 homo_lumo_gap_ev=5.9 spin_multiplicity=1
Rb 23.041 -13.382 -5.840
F 24.915 -15.683 -3.435
F 21.154 -15.373 -8.423
O 26.345 -10.731 -6.388
O 27.384 -8.655 -6.033
O 25.735 -14.220 -11.762
O 24.724 -12.172 -11.662
O 25.097 -13.181 -9.849
O 26.451 -9.243 -8.048
C 25.973 -13.985 -9.073
C 24.644 -12.052 -13.110
C 27.675 -8.828 -4.669
C 25.211 -13.295 -11.124
C 27.101 -8.204 -8.648
C 26.652 -9.622 -6.785
H 28.174 -8.048 -4.094
H 26.645 -7.216 -8.596
H 28.485 -9.548 -4.786
H 23.690 -12.473 -13.429
H 25.452 -12.656 -13.522
H 26.154 -15.002 -9.422
H 27.043 -9.376 -3.970
H 26.937 -13.491 -8.953
H 25.585 -14.199 -8.077
H 24.707 -11.001 -13.393
H 27.266 -8.442 -9.699
H 28.071 -8.123 -8.157